# C35H70O17

A cluster of 9 separate species, C35H70O17 in total at a distorted geometry (the ωB97M-V functional and the def2-TZVPD basis, OMol25).

Atoms and positions in Å:
O (1.2561, 0.9930, -0.0295)
C (0.1431, 0.6120, 0.0355)
O (-0.3819, -0.4550, -0.7465)
C (0.2741, -0.8750, -1.9035)
C (-0.6149, -1.7090, -2.8735)
C (-0.7189, 0.9550, 1.1955)
H (1.0501, -1.4960, -1.4115)
H (0.7221, 0.0000, -2.3035)
H (-1.0299, -2.4720, -2.1685)
H (0.0451, -1.9610, -3.6865)
H (-1.3399, -1.0310, -3.3285)
H (-1.7129, 0.5240, 1.0415)
H (-0.9069, 1.9830, 1.2995)
H (-0.0569, 0.5290, 2.0185)
O (2.5631, -4.9250, 3.1255)
C (3.3321, -4.8350, 2.1085)
O (3.7351, -3.7850, 1.4665)
C (3.0751, -2.5380, 1.7295)
C (3.6531, -1.3390, 0.8875)
C (3.7331, -6.2090, 1.3465)
H (3.2551, -2.4420, 2.8105)
H (2.0971, -2.5320, 1.5745)
H (3.5661, -1.4630, -0.1465)
H (4.7001, -1.3140, 1.0115)
H (3.1821, -0.3580, 1.1575)
H (4.3691, -5.9380, 0.4575)
H (2.9061, -6.6720, 1.0735)
H (4.3981, -6.8740, 2.0005)
O (3.6111, 4.7910, 3.7085)
C (3.3611, 3.6200, 3.8025)
O (3.8781, 2.7580, 4.5665)
C (5.0351, 2.9350, 5.3095)
C (4.5791, 3.7310, 6.5555)
C (2.1131, 3.0330, 3.1615)
H (5.7361, 3.5470, 4.8615)
H (5.6051, 2.0800, 5.5625)
H (5.6941, 3.9140, 6.9555)
H (3.9481, 2.9320, 7.0355)
H (4.0651, 4.5120, 6.2135)
H (1.7351, 3.6740, 2.4185)
H (1.2551, 2.8860, 3.8155)
H (2.3211, 2.0870, 2.4645)
O (-4.0469, 2.9440, -0.0455)
C (-3.2159, 3.6920, 0.4755)
O (-2.1579, 4.1240, -0.2445)
C (-1.7949, 3.5820, -1.4205)
C (-0.5379, 4.0970, -1.9895)
C (-3.4329, 4.2690, 1.9275)
H (-2.5519, 3.8090, -2.0075)
H (-1.6499, 2.5120, -1.2875)
H (-0.5399, 5.2050, -2.1505)
H (-0.3909, 4.0310, -3.1955)
H (0.3561, 3.7570, -1.4415)
H (-4.1079, 5.0210, 1.7845)
H (-2.5579, 4.6360, 2.3465)
H (-3.7819, 3.5030, 2.6425)
O (0.0011, -5.3640, 1.1105)
C (-0.1329, -4.3010, 0.4465)
O (0.2641, -4.1390, -0.8695)
C (0.9851, -5.2550, -1.4245)
C (1.2891, -5.0290, -2.9825)
C (-0.8429, -3.1760, 0.9665)
H (0.4761, -6.1750, -1.2105)
H (1.8161, -4.8820, -0.7925)
H (0.4731, -5.3080, -3.6995)
H (2.2961, -5.7630, -2.8715)
H (1.8001, -4.1160, -3.0425)
H (-1.6639, -2.6320, 0.3405)
H (-0.2159, -2.2640, 1.3715)
H (-1.3209, -3.3260, 1.8475)
O (-7.5799, -0.2090, -2.2365)
C (-7.7019, -0.2540, -1.0475)
O (-6.7449, -0.4220, -0.0805)
C (-5.4189, -0.6770, -0.5115)
C (-4.3659, -0.5770, 0.5255)
C (-9.1339, -0.3040, -0.4195)
H (-5.1289, -0.0790, -1.3325)
H (-5.4929, -1.6940, -0.9355)
H (-4.6149, -1.2050, 1.1885)
H (-4.4559, 0.4730, 1.0075)
H (-3.5209, -0.8450, 0.2575)
H (-9.6069, 0.6640, -0.2335)
H (-8.8239, -0.9420, 0.5835)
H (-9.8519, -1.0130, -0.9625)
O (2.7011, -0.2800, -4.5115)
C (3.7431, -0.7120, -4.0525)
O (4.4361, -0.1400, -3.0935)
C (3.8511, 0.8360, -2.3575)
C (5.0541, 1.7290, -1.6525)
C (4.4401, -1.8730, -4.6895)
H (3.4121, 0.5230, -1.5975)
H (3.1851, 1.5410, -2.8545)
H (5.7301, 1.0190, -0.9335)
H (4.5001, 2.6190, -1.0475)
H (5.7331, 1.7910, -2.3245)
H (4.9641, -2.5520, -3.9795)
H (5.1541, -1.5440, -5.5395)
H (3.6661, -2.5200, -5.2705)
O (-5.0679, 0.5940, -5.2335)
C (-4.4799, 1.3400, -4.4455)
O (-3.2209, 1.5680, -4.3785)
C (-2.3009, 1.0190, -5.3525)
C (-0.8739, 1.5670, -4.8675)
C (-5.2309, 2.2350, -3.4885)
H (-2.3249, 1.4230, -6.4955)
H (-2.3719, -0.0910, -5.4985)
H (-0.7329, 2.7260, -4.8515)
H (-0.2679, 1.2820, -5.6535)
H (-0.9469, 1.1630, -3.9515)
H (-4.7839, 2.2800, -2.4135)
H (-6.1699, 1.7770, -3.2645)
H (-5.3149, 3.1670, -4.0915)
C (-0.8789, -0.4420, 4.9525)
C (0.5431, -0.2280, 4.9755)
O (1.3311, -0.7460, 3.9925)
C (1.2391, 0.7380, 5.9945)
H (-1.2929, 0.3450, 5.0065)
H (-1.2239, -1.3000, 5.6935)
H (-1.0489, -0.9420, 4.0315)
H (1.1191, 0.3100, 6.8955)
H (0.7431, 1.7270, 5.8675)
H (2.3791, 0.8090, 5.9205)

Calculated values
SMILES: CCOC(C)=O.CCOC(C)=O.CCOC(C)=O.CCOC(C)=O.CCOC(C)=O.CCOC(C)=O.CCOC(C)=O.CCOC(C)=O.CC(C)=O
E_HOMO in eV: -9.7
LUMO in eV: 0.2
ΔE to the lowest compared entry with this formula, charge and spin in kJ/mol: 315.3
Net charge: 0
Frontier orbital gap in hartree: 0.3623
Molar mass in g/mol: 762.93
Largest force on an atom in eV/Å: 13.23

***

# C53H40ClFeN3O4P2S

A structure of composition C53H40ClFeN3O4P2S at a distorted geometry (the ωB97M-V functional and the def2-TZVPD basis, OMol25).

Atoms and positions in Å:
Fe (0.1656, 0.5249, 0.5147)
Cl (4.1801, 1.0445, 0.2885)
C (4.2334, -0.4851, -0.4996)
C (5.3503, -1.2824, -0.2981)
C (5.4373, -2.5189, -0.9131)
C (4.4141, -2.9397, -1.7464)
C (3.3075, -2.1310, -1.9528)
C (3.1735, -0.8912, -1.3221)
P (1.6219, 0.1050, -1.5103)
C (2.1850, 1.6118, -2.3714)
C (3.4901, 1.8440, -2.7880)
C (3.8032, 2.9999, -3.4899)
C (2.8128, 3.9211, -3.7973)
C (1.5030, 3.6831, -3.4053)
C (1.1936, 2.5356, -2.6933)
C (0.8855, -0.8074, -2.9307)
C (1.1404, -0.4428, -4.2519)
C (0.6087, -1.1813, -5.3014)
C (-0.1770, -2.2948, -5.0446)
C (-0.4402, -2.6610, -3.7315)
C (0.0827, -1.9217, -2.6814)
H (6.1377, -0.9212, 0.3493)
H (6.3045, -3.1444, -0.7460)
H (4.4779, -3.8949, -2.2509)
H (2.5287, -2.4808, -2.6160)
H (4.2683, 1.1231, -2.5718)
H (4.8250, 3.1775, -3.7991)
H (3.0603, 4.8212, -4.3450)
H (0.7214, 4.3920, -3.6463)
H (0.1681, 2.3534, -2.3929)
H (1.7583, 0.4175, -4.4702)
H (0.8158, -0.8849, -6.3217)
H (-0.5891, -2.8702, -5.8638)
H (-1.0654, -3.5197, -3.5216)
H (-0.1467, -2.1860, -1.6579)
N (-0.4891, 0.9539, 2.5837)
C (0.5507, 0.8487, 3.5396)
C (0.5974, 1.5643, 4.7023)
C (1.6336, 1.3499, 5.6367)
C (2.5878, 0.3985, 5.4207)
C (2.5712, -0.3511, 4.2211)
C (3.4862, -1.3851, 3.9219)
C (3.3664, -2.0670, 2.7456)
C (2.3778, -1.6705, 1.8237)
N (1.5414, -0.6908, 2.0483)
C (1.5813, -0.0801, 3.2571)
H (-1.1082, 1.7241, 2.8077)
H (-1.0386, 0.0764, 2.5717)
H (-0.1885, 2.2754, 4.9270)
H (1.6424, 1.9284, 6.5509)
H (3.3529, 0.1988, 6.1599)
H (4.2569, -1.6375, 4.6403)
H (4.0296, -2.8827, 2.4929)
H (2.2836, -2.1804, 0.8716)
O (1.7523, 2.5765, 0.8760)
C (0.6230, 2.3371, 0.4699)
C (-0.3233, 3.4492, 0.1207)
C (0.0840, 4.7836, 0.0617)
C (-0.8286, 5.7602, -0.2885)
C (-2.1515, 5.4232, -0.5714)
C (-2.5626, 4.1014, -0.4978)
C (-1.6459, 3.1130, -0.1525)
P (-1.9903, 1.3225, -0.0349)
C (-2.9701, 1.0502, -1.5581)
C (-2.3173, 0.6065, -2.6995)
C (-2.9997, 0.4692, -3.9002)
C (-4.3519, 0.7686, -3.9634)
C (-5.0170, 1.2052, -2.8252)
C (-4.3322, 1.3463, -1.6283)
C (-3.2832, 1.2190, 1.2482)
C (-3.5166, 2.2506, 2.1569)
C (-4.4404, 2.0845, 3.1809)
C (-5.1299, 0.8887, 3.3096)
C (-4.9010, -0.1441, 2.4104)
C (-3.9811, 0.0200, 1.3881)
H (1.1173, 5.0176, 0.2852)
H (-0.5183, 6.7961, -0.3508)
H (-2.8573, 6.1948, -0.8502)
H (-3.5926, 3.8457, -0.7174)
H (-1.2681, 0.3644, -2.6430)
H (-2.4709, 0.1199, -4.7773)
H (-4.8918, 0.6563, -4.8947)
H (-6.0745, 1.4317, -2.8696)
H (-4.8615, 1.6728, -0.7414)
H (-2.9799, 3.1874, 2.0679)
H (-4.6183, 2.8939, 3.8774)
H (-5.8364, 0.7542, 4.1181)
H (-5.4108, -1.0907, 2.5241)
H (-3.7910, -0.7978, 0.7035)
O (-0.3569, -1.6111, 0.2951)
C (-0.8369, -2.2685, 1.2416)
N (-1.5055, -1.7691, 2.2648)
S (-1.9028, -2.9216, 3.3562)
O (-1.1981, -2.6989, 4.5893)
O (-3.3276, -3.0990, 3.4275)
C (-1.1712, -4.2764, 2.4641)
C (-1.0744, -5.6149, 2.7792)
C (-0.4102, -6.4360, 1.8742)
C (0.1368, -5.9167, 0.7035)
C (0.0336, -4.5623, 0.4089)
C (-0.6356, -3.7509, 1.3073)
H (-1.4900, -6.0075, 3.6971)
H (-0.3133, -7.4929, 2.0838)
H (0.6517, -6.5785, 0.0194)
H (0.4670, -4.1423, -0.4899)

Calculated values
E_HOMO (spin up / spin down) in eV: -7.6 / -7.5
LUMO (spin up / spin down) in eV: 0.2 / 0.2
Net charge: 0
Frontier orbital gap (spin up / spin down) in hartree: 0.2882 / 0.2845
Molar mass in g/mol: 968.23
Largest force on an atom in eV/Å: 1.10

***

# C4H7NO

An isolated molecule of C4H7NO (the ωB97M-V functional and the def2-TZVPD basis, OMol25).

Atoms and positions in Å:
C (1.4957, 0.9819, 0.2581)
N (0.1383, -0.4584, -0.9908)
C (0.1803, 0.9270, -0.5547)
C (-0.5525, -1.3397, -0.3974)
C (-1.6932, -1.1752, 0.5598)
O (-2.1892, -2.1400, 1.0950)
H (2.1939, 1.7118, -0.1542)
H (1.9838, 0.0036, 0.1922)
H (1.3220, 1.1921, 1.3160)
H (-0.6942, 1.2701, 0.0205)
H (0.2540, 1.5748, -1.4336)
H (-0.3217, -2.3846, -0.6130)
H (-2.1172, -0.1634, 0.7022)

Calculated values
SMILES: CC/N=C\C=O
E_HOMO in eV: -9.5
LUMO in eV: -0.2
ΔE to the lowest compared entry with this formula, charge and spin in kJ/mol: 204.4
Net charge: 0
Frontier orbital gap in hartree: 0.3445
Molar mass in g/mol: 85.11
Largest force on an atom in eV/Å: 0.49

***

# C6H10N3O2

The ion C6H10N3O2 with charge +1 at a distorted geometry (the ωB97M-V functional and the def2-TZVPD basis, OMol25).

Atoms and positions in Å:
C (0.1121, 1.3194, 1.3200)
C (-0.9691, 0.7874, -0.8162)
C (2.0373, 0.0602, -0.7046)
C (-0.5500, 1.8984, 0.0954)
C (0.8318, -0.5023, 0.0919)
C (0.2953, -2.5946, 1.2574)
N (0.7382, 0.2357, 1.3048)
N (-0.3736, -0.3814, -0.7116)
N (-1.9735, 0.9920, -1.6418)
O (1.8766, 0.8799, -1.5534)
O (1.2189, -1.9071, 0.4330)
H (0.0627, 1.8602, 2.2535)
H (2.9961, -0.3505, -0.3721)
H (-1.3950, 2.5377, 0.3545)
H (0.1958, 2.5261, -0.4081)
H (0.6746, -3.6141, 1.3019)
H (-0.7123, -2.6024, 0.8258)
H (0.2613, -2.1641, 2.2608)
H (-0.6186, -1.1649, -1.3068)
H (-2.4096, 1.9010, -1.6996)
H (-2.2987, 0.2835, -2.2848)

Calculated values
SMILES: CO[C@]1(C=O)N=CCC(=[NH2+])N1
E_HOMO in eV: -14.0
LUMO in eV: -3.6
ΔE to the lowest compared entry with this formula, charge and spin in kJ/mol: 134.5
Net charge: +1
Frontier orbital gap in hartree: 0.3854
Molar mass in g/mol: 156.17
Largest force on an atom in eV/Å: 3.61

***

# C4H8O

A cluster of 2 separate species, C4H8O in total at a distorted geometry (the ωB97M-V functional and the def2-TZVPD basis, OMol25).

Atoms and positions in Å:
C (-2.5228, -0.1457, -0.0606)
C (-2.2252, 1.0730, -0.7135)
H (-3.1916, -0.9310, -0.5394)
H (-1.9827, -0.4093, 0.8420)
H (-2.3865, 1.1867, -1.7499)
H (-1.7201, 1.9146, -0.2769)
O (1.7162, 0.8779, -1.0135)
C (1.4149, 0.1487, 0.0014)
C (2.3943, -0.8071, 0.6063)
H (0.4140, 0.3777, 0.5760)
H (3.4420, -0.4251, 0.6738)
H (2.4776, -1.7429, 0.0301)
H (2.1699, -1.1175, 1.6244)

Calculated values
SMILES: CC=O.C=C
E_HOMO in eV: -9.7
LUMO in eV: 0.7
ΔE to the lowest compared entry with this formula, charge and spin in kJ/mol: 228.0
Net charge: 0
Frontier orbital gap in hartree: 0.3822
Molar mass in g/mol: 72.11
Largest force on an atom in eV/Å: 5.52

***

# C16H12BrN3NbO7

A structure of composition C16H12BrN3NbO7 at a distorted geometry (the ωB97M-V functional and the def2-TZVPD basis, OMol25).

Atoms and positions in Å:
C (-1.8965, -0.6108, -2.3763)
C (-1.7840, -1.0986, -1.0438)
C (-1.6669, 0.0405, -0.1772)
H (-1.9172, -2.1287, -0.7644)
C (-1.7014, 1.2207, -0.9585)
C (-1.8675, 0.8384, -2.3041)
H (-2.0943, 1.5358, -3.1012)
H (-2.1246, -1.1880, -3.2626)
H (-1.8251, 0.0387, 0.8818)
H (-1.6385, 2.2451, -0.6392)
Nb (0.1188, -0.0429, -1.6815)
Br (1.4174, -2.3709, -1.8330)
C (1.7131, 0.8172, -3.0352)
C (0.5933, 1.5921, -3.4775)
C (-0.2959, 0.7078, -4.1707)
H (0.4488, 2.6593, -3.3484)
C (0.2551, -0.5955, -4.1588)
C (1.5917, -0.4953, -3.6593)
H (2.4012, -1.1970, -3.8835)
H (2.5691, 1.1888, -2.4830)
H (-1.2258, 0.9742, -4.6586)
H (-0.2703, -1.5093, -4.4046)
O (1.0282, -0.1043, 6.6661)
N (0.9649, 0.6936, 5.7134)
O (1.2806, 1.9040, 5.8195)
C (0.6043, 0.2385, 4.3770)
C (0.3666, -1.1304, 4.1070)
C (0.2171, -1.5284, 2.7813)
C (0.4743, -0.6226, 1.6774)
O (0.4936, -0.9853, 0.4644)
C (0.6537, 0.7698, 2.0258)
C (0.7399, 1.1852, 3.3532)
N (0.9434, 1.7171, 0.9782)
O (1.1970, 2.8874, 1.3089)
O (0.9720, 1.4003, -0.2982)
N (-0.4279, -2.8045, 2.4448)
O (-0.1464, -3.8099, 3.1354)
O (-1.2381, -2.8117, 1.5073)
H (0.1817, -1.8617, 4.9033)
H (0.8949, 2.2413, 3.5746)

Calculated values
E_HOMO in eV: -11.9
LUMO in eV: -5.8
ΔE to the lowest compared entry with this formula, charge and spin in kJ/mol: 64.1
Net charge: +1
Frontier orbital gap in hartree: 0.2270
Molar mass in g/mol: 531.10
Largest force on an atom in eV/Å: 3.84

***

> largest force on an atom of number 5 (C4H8O)?

5.52 eV/Å

***

> The highest molar mass belongs to which entry?

C53H40ClFeN3O4P2S

***

What did the fourth record say?
# C6H10N3O2

The ion C6H10N3O2 with charge +1 at a distorted geometry (the ωB97M-V functional and the def2-TZVPD basis, OMol25).

Atoms and positions in Å:
C (0.1121, 1.3194, 1.3200)
C (-0.9691, 0.7874, -0.8162)
C (2.0373, 0.0602, -0.7046)
C (-0.5500, 1.8984, 0.0954)
C (0.8318, -0.5023, 0.0919)
C (0.2953, -2.5946, 1.2574)
N (0.7382, 0.2357, 1.3048)
N (-0.3736, -0.3814, -0.7116)
N (-1.9735, 0.9920, -1.6418)
O (1.8766, 0.8799, -1.5534)
O (1.2189, -1.9071, 0.4330)
H (0.0627, 1.8602, 2.2535)
H (2.9961, -0.3505, -0.3721)
H (-1.3950, 2.5377, 0.3545)
H (0.1958, 2.5261, -0.4081)
H (0.6746, -3.6141, 1.3019)
H (-0.7123, -2.6024, 0.8258)
H (0.2613, -2.1641, 2.2608)
H (-0.6186, -1.1649, -1.3068)
H (-2.4096, 1.9010, -1.6996)
H (-2.2987, 0.2835, -2.2848)

Calculated values
SMILES: CO[C@]1(C=O)N=CCC(=[NH2+])N1
E_HOMO in eV: -14.0
LUMO in eV: -3.6
ΔE to the lowest compared entry with this formula, charge and spin in kJ/mol: 134.5
Net charge: +1
Frontier orbital gap in hartree: 0.3854
Molar mass in g/mol: 156.17
Largest force on an atom in eV/Å: 3.61

***

> Look up the net charge of the second one.

0